No. 1
{"formula": "C4H10S3", "method": "the ωB97M-V functional and the def2-TZVPD basis", "homo_ev": -8.596, "multiplicity": 1, "smiles": "CCC(S)(S)CS", "total_energy_ha": -1352.9151, "total_charge": 0, "relative_energy_kj_mol": 129.19, "gap_ev": 9.163, "species": ["C", "C", "C", "C", "S", "S", "S", "H", "H", "H", "H", "H", "H", "H", "H", "H", "H"], "positions_angstrom": [[-1.55785, -1.29665, 0.71089], [-0.37397, -0.76886, -0.03281], [1.24598, 0.77558, -0.85549], [0.01625, 0.64956, 0.07962], [2.89954, 0.34864, -0.35639], [-1.28744, 1.65445, -0.72328], [0.14919, 1.32265, 1.83162], [-2.32100, -0.61083, 0.58120], [-1.83160, -2.29419, 0.32852], [-1.42611, -1.38252, 1.82416], [0.57348, -1.33041, 0.16839], [-0.50598, -0.92644, -1.13692], [1.43413, 1.68950, -1.38790], [1.17250, 0.03758, -1.69607], [2.96915, -1.00935, -0.50722], [-0.41889, 2.59134, -1.32821], [-0.73739, 0.54996, 2.49989]], "forces_ev_per_a": [[1.135, -1.508, 1.408], [1.424, -2.169, -0.962], [0.652, -1.456, -1.066], [-0.186, 1.832, -0.059], [1.367, -0.453, 1.150], [0.529, 1.228, -1.218], [0.885, -0.351, -0.313], [-2.071, 1.104, -0.376], [-0.048, 0.501, 0.188], [0.191, -0.030, -1.023], [-0.782, 0.020, 0.264], [-0.263, 0.008, 0.922], [-0.478, 0.821, 0.300], [-0.920, 0.794, 0.612], [-0.467, 0.671, -0.012], [-1.130, -1.012, 0.788], [0.161, -0.001, -0.603]], "nbo_charge": [-0.61, -0.45, -0.58, -0.24, -0.01, -0.04, -0.03, 0.21, 0.23, 0.21, 0.21, 0.22, 0.24, 0.25, 0.12, 0.14, 0.14]}

=====

No. 2
{"formula": "C4H11B", "method": "the ωB97M-V functional and the def2-TZVPD basis", "homo_ev": -10.197, "multiplicity": 1, "total_energy_ha": -183.7231, "total_charge": 0, "relative_energy_kj_mol": 324.94, "gap_ev": 9.655, "species": ["B", "C", "C", "C", "C", "H", "H", "H", "H", "H", "H", "H", "H", "H", "H", "H"], "positions_angstrom": [[-1.80109, -0.41569, -1.28721], [0.66466, 1.20055, 1.06123], [1.49808, -0.98051, 0.30487], [-1.03964, -0.33580, -0.01284], [0.37685, 0.13816, 0.07236], [-1.46436, -0.53347, -2.38754], [-2.94611, -0.78033, -1.18158], [0.40270, 0.86711, 2.11017], [0.20729, 2.15512, 0.84659], [1.75861, 1.39908, 0.94064], [1.62218, -1.31390, -0.64940], [1.22237, -1.84148, 0.85922], [2.44419, -0.64030, 0.64552], [-1.64937, -0.23975, 0.94545], [-1.84843, 0.87072, -1.27316], [0.55208, 0.45050, -0.99433]], "forces_ev_per_a": [[-2.064, -0.735, 0.030], [0.933, 0.901, 1.128], [-2.124, 0.710, 0.188], [-0.233, 1.782, 0.812], [0.948, -1.279, -1.101], [1.215, -0.202, -0.892], [-0.030, 0.078, 0.193], [0.476, 0.451, -1.065], [-0.575, 0.211, 0.048], [-0.776, -0.036, 0.701], [0.783, -1.386, -2.649], [-0.573, -0.585, 0.918], [0.514, 0.843, 0.486], [0.893, -0.463, -1.005], [0.426, -0.456, 1.133], [0.188, 0.166, 1.076]], "nbo_charge": [-0.49, -0.60, -0.58, 0.04, -0.34, 0.04, 0.01, 0.21, 0.21, 0.21, 0.21, 0.21, 0.22, 0.20, 0.23, 0.22]}

=====

No. 3
{"formula": "C4H11BBeCl9", "method": "the ωB97M-V functional and the def2-TZVPD basis", "homo_ev": -13.375, "multiplicity": 1, "total_energy_ha": -4339.7954, "total_charge": 1, "relative_energy_kj_mol": 74.32, "gap_ev": 3.990, "species": ["Be", "B", "H", "H", "H", "H", "C", "Cl", "Cl", "Cl", "H", "C", "Cl", "Cl", "H", "H", "C", "Cl", "Cl", "H", "H", "C", "Cl", "Cl", "H", "H"], "positions_angstrom": [[-15.57936, -3.55823, 14.70604], [-15.34338, -5.78359, 15.62897], [-16.03889, -5.57371, 14.72807], [-15.19940, -6.88480, 15.85992], [-14.33779, -5.25776, 15.49974], [-15.74622, -5.31061, 16.56550], [-18.31939, -6.97571, 16.36481], [-19.39043, -7.96973, 17.28470], [-19.03314, -5.45431, 15.84573], [-17.75634, -7.91566, 14.94909], [-17.45681, -6.66652, 16.94733], [-13.50456, -7.60892, 17.96376], [-14.85381, -8.77089, 18.36927], [-12.53255, -7.20370, 19.35904], [-12.88441, -8.04291, 17.18459], [-13.96818, -6.71094, 17.56917], [-14.29596, -4.05925, 20.09322], [-15.10964, -3.67751, 18.57422], [-12.89785, -3.02568, 20.22957], [-14.97741, -3.96760, 20.93497], [-13.96518, -5.09457, 20.03928], [-12.67744, -6.44758, 13.82834], [-13.40604, -4.99575, 13.00708], [-11.81039, -5.90562, 15.26844], [-13.51249, -7.04746, 14.17447], [-11.97883, -6.87880, 13.11852]], "forces_ev_per_a": [[1.064, -5.024, 1.244], [0.121, 3.541, -0.045], [-1.711, 0.689, -2.569], [0.038, -1.958, -0.251], [2.049, 1.138, -0.459], [-1.382, 0.937, 2.177], [0.672, -0.228, -0.451], [-0.333, 0.030, 0.411], [-0.429, 0.348, -0.174], [-0.086, 0.197, 0.151], [-0.028, -0.453, 0.060], [-0.800, -0.428, -0.182], [0.764, 0.693, -0.324], [0.134, -0.027, 0.071], [-0.001, -0.238, 0.251], [-0.007, 0.011, 0.269], [0.282, -0.550, 0.183], [-0.622, -0.084, -0.247], [0.322, 0.156, 0.441], [-0.001, 0.429, -0.166], [0.017, 0.151, -0.111], [-0.164, 0.890, 0.832], [-0.094, 0.300, -0.482], [0.288, -0.206, -0.200], [0.160, -0.228, -0.417], [-0.253, -0.084, -0.014]], "nbo_charge": [1.63, -1.03, 0.00, 0.19, 0.01, 0.06, -0.30, 0.08, -0.01, 0.01, 0.23, -0.39, -0.04, 0.01, 0.22, 0.21, -0.40, -0.07, 0.01, 0.24, 0.24, -0.36, -0.06, 0.02, 0.24, 0.26]}

=====

No. 4
{"formula": "C4H11BO", "method": "the ωB97M-V functional and the def2-TZVPD basis", "homo_ev": -9.767, "multiplicity": 1, "smiles": "CCB(C)OC", "total_energy_ha": -259.0952, "total_charge": 0, "relative_energy_kj_mol": 45.34, "gap_ev": 10.430, "species": ["B", "C", "C", "C", "C", "O", "H", "H", "H", "H", "H", "H", "H", "H", "H", "H", "H"], "positions_angstrom": [[0.27260, -0.22227, 0.10359], [1.44098, -1.29731, 0.36335], [-1.70490, 1.22656, 1.14777], [0.38035, 0.22249, -2.40387], [-0.64527, 0.09073, 1.36943], [-0.05395, 0.52644, -1.04717], [1.38937, -2.02215, -0.35111], [1.25778, -1.74442, 1.41943], [2.43896, -0.81089, 0.39708], [-1.35058, 2.14219, 1.69406], [-1.62354, 1.39162, 0.11666], [-2.62124, 0.72823, 1.48571], [-0.22588, 0.66336, -3.12505], [0.48611, -0.84264, -2.46956], [1.42261, 0.55837, -2.43155], [0.18164, 0.29319, 2.14675], [-1.04505, -0.90351, 1.58446]], "forces_ev_per_a": [[-0.395, 1.016, -0.250], [-0.565, 2.253, 2.985], [1.706, -1.397, 2.268], [2.528, -0.601, 3.275], [2.018, 0.737, -0.270], [0.075, -1.221, 0.227], [0.349, -2.312, -1.929], [0.343, 0.586, -1.847], [-0.493, -0.357, -0.238], [-0.971, -0.853, -0.325], [-0.775, 0.614, -1.410], [-0.260, 1.207, -0.174], [-1.121, 0.715, -0.980], [-0.482, -0.685, -0.563], [-0.185, 0.391, -0.631], [-1.499, -0.206, -0.581], [-0.275, 0.115, 0.441]], "nbo_charge": [1.01, -1.00, -0.62, -0.23, -0.76, -0.72, 0.22, 0.23, 0.24, 0.21, 0.22, 0.21, 0.19, 0.17, 0.18, 0.22, 0.22]}

=====

Number 4 is which compound?
C4H11BO

=====

Number 4 is which compound?
C4H11BO